The following is a quantum chemistry calculation of a cluster of 9 separate species, C25H64F3O27S9 in total, from the OMol25 dataset.

Atoms and positions in Å:
C (1.36, -0.92, -0.30)
F (2.17, -0.90, -1.39)
F (0.82, -2.12, -0.19)
F (2.15, -0.65, 0.75)
S (-0.09, 0.42, -0.48)
O (-1.14, 0.11, 0.50)
O (0.58, 1.65, -0.24)
O (-0.53, 0.29, -1.87)
O (4.53, 3.81, 3.03)
S (3.71, 2.62, 2.81)
O (4.27, 1.35, 2.28)
O (2.90, 2.26, 4.23)
C (2.45, 3.23, 5.09)
C (1.27, 2.71, 5.95)
C (2.26, 3.18, 1.83)
H (2.27, 4.19, 4.59)
H (3.27, 3.43, 5.77)
H (1.54, 1.83, 6.53)
H (0.40, 2.43, 5.36)
H (0.88, 3.50, 6.59)
H (1.69, 2.26, 1.73)
H (2.77, 3.46, 0.91)
H (1.78, 3.97, 2.41)
O (-2.44, 3.38, -2.34)
S (-3.51, 2.36, -2.34)
O (-3.69, 1.50, -1.18)
O (-4.94, 3.10, -2.55)
C (-5.03, 4.06, -3.61)
C (-5.95, 5.16, -3.23)
C (-3.39, 1.30, -3.88)
H (-5.39, 3.53, -4.49)
H (-4.07, 4.44, -3.93)
H (-6.93, 4.90, -3.62)
H (-5.68, 6.10, -3.72)
H (-5.94, 5.38, -2.16)
H (-4.38, 0.97, -4.21)
H (-2.77, 0.44, -3.60)
H (-2.91, 1.95, -4.61)
O (-2.30, -2.90, 1.60)
S (-1.35, -4.00, 1.41)
O (-1.04, -4.59, 0.07)
O (0.05, -3.48, 2.12)
C (1.01, -4.53, 2.31)
C (2.37, -3.85, 2.29)
C (-1.86, -5.31, 2.62)
H (0.99, -5.32, 1.56)
H (0.80, -4.98, 3.29)
H (2.39, -3.13, 3.11)
H (2.52, -3.32, 1.35)
H (3.18, -4.56, 2.44)
H (-2.91, -5.59, 2.60)
H (-1.57, -4.98, 3.62)
H (-1.29, -6.14, 2.20)
O (3.21, -3.20, -5.96)
S (4.01, -3.74, -4.85)
O (4.94, -2.93, -4.00)
O (2.93, -4.48, -3.80)
C (3.39, -5.02, -2.58)
C (2.45, -4.68, -1.39)
C (5.03, -5.16, -5.44)
H (4.37, -4.60, -2.35)
H (3.38, -6.11, -2.62)
H (2.47, -5.47, -0.65)
H (1.44, -4.42, -1.71)
H (2.72, -3.80, -0.80)
H (4.27, -5.91, -5.65)
H (5.76, -5.57, -4.76)
H (5.44, -4.85, -6.40)
O (-0.70, 2.66, 2.79)
S (-1.87, 3.24, 2.13)
O (-2.88, 2.31, 1.60)
O (-2.56, 4.42, 3.17)
C (-1.76, 5.32, 3.90)
C (-2.49, 6.66, 4.05)
C (-1.32, 4.31, 0.72)
H (-0.89, 5.44, 3.25)
H (-1.57, 4.73, 4.80)
H (-3.52, 6.63, 4.41)
H (-2.63, 7.12, 3.07)
H (-1.81, 7.30, 4.61)
H (-0.62, 3.66, 0.19)
H (-0.80, 5.13, 1.21)
H (-2.23, 4.70, 0.25)
O (-3.20, -1.75, -1.31)
S (-2.89, -2.49, -2.50)
O (-3.16, -1.94, -3.81)
O (-1.34, -3.09, -2.43)
C (-0.75, -3.73, -3.56)
C (0.22, -2.68, -4.00)
C (-3.78, -4.12, -2.42)
H (-1.38, -3.99, -4.41)
H (-0.32, -4.69, -3.25)
H (0.80, -2.96, -4.88)
H (0.93, -2.47, -3.19)
H (-0.24, -1.76, -4.35)
H (-4.80, -3.79, -2.23)
H (-3.47, -4.76, -1.60)
H (-3.65, -4.72, -3.32)
O (2.33, 4.17, -5.12)
S (1.02, 3.60, -4.70)
O (-0.22, 4.07, -5.28)
O (1.16, 1.99, -4.99)
C (2.18, 1.23, -4.34)
C (2.43, -0.04, -5.12)
C (0.88, 3.70, -2.84)
H (1.82, 1.05, -3.32)
H (3.10, 1.80, -4.24)
H (3.31, -0.55, -4.72)
H (2.49, 0.23, -6.17)
H (1.66, -0.82, -5.15)
H (1.79, 3.27, -2.43)
H (-0.07, 3.23, -2.59)
H (0.86, 4.74, -2.53)
O (-1.09, -2.45, 4.49)
S (-0.90, -1.04, 4.22)
O (-1.84, -0.30, 3.40)
O (-0.72, -0.28, 5.73)
C (-0.34, -1.04, 6.86)
C (0.08, -0.01, 7.95)
C (0.74, -0.70, 3.45)
H (0.41, -1.82, 6.71)
H (-1.20, -1.65, 7.11)
H (-0.29, -0.24, 8.95)
H (-0.24, 1.00, 7.71)
H (1.16, 0.06, 8.08)
H (0.62, -1.15, 2.47)
H (1.47, -1.18, 4.10)
H (1.00, 0.36, 3.38)

Kohn-Sham gap ... 7.74 eV
HOMO ... -6.1 eV
Charge ... -1
Relative energy (zero: lowest compared OMol25 entry of this formula, charge and spin) ... 221.24 kJ/mol
Largest force on an atom ... 4.09 eV/Å

Löwdin population analysis, charges in e, atoms 1 to 99: -0.612 0.097 0.122 0.101 0.478 -0.300 -0.343 -0.332 -0.325 0.705 -0.304 -0.280 -0.309 -0.047 -0.097 0.110 0.113 0.056 0.063 0.077 0.034 0.075 0.058 -0.324 0.676 -0.270 -0.261 -0.313 -0.073 -0.070 0.115 0.113 0.075 0.076 0.088 0.068 0.034 0.061 -0.272 0.699 -0.319 -0.298 -0.282 -0.049 -0.097 0.105 0.114 0.070 0.057 0.080 0.068 0.058 0.048 -0.293 0.716 -0.328 -0.275 -0.267 -0.041 -0.111 0.110 0.113 0.075 0.065 0.057 0.060 0.070 0.064 -0.314 0.718 -0.272 -0.300 -0.303 -0.060 -0.076 0.092 0.119 0.077 0.073 0.074 0.044 0.041 0.069 -0.241 0.651 -0.300 -0.287 -0.273 -0.085 -0.106 0.115 0.115 0.059 0.073 0.086 0.059 0.054 0.055 -0.346

=====

The following is a quantum chemistry calculation of a cluster of 9 separate species, C25H64F3O27S9 in total, from the OMol25 dataset.

Atoms and positions in Å:
C (-13.44, 10.01, -5.02)
F (-12.36, 9.21, -4.87)
F (-13.06, 11.14, -5.64)
F (-14.33, 9.36, -5.80)
S (-14.25, 10.37, -3.33)
O (-13.10, 10.66, -2.47)
O (-15.14, 11.51, -3.48)
O (-14.99, 9.21, -2.84)
O (-9.93, 8.48, -2.05)
S (-9.20, 7.55, -2.87)
O (-7.82, 7.32, -2.56)
O (-9.97, 6.12, -2.71)
C (-9.36, 4.93, -3.18)
C (-9.91, 3.76, -2.40)
C (-9.43, 7.97, -4.56)
H (-8.28, 4.96, -3.04)
H (-9.41, 4.82, -4.27)
H (-10.93, 3.49, -2.65)
H (-9.82, 3.97, -1.33)
H (-9.31, 2.86, -2.59)
H (-9.36, 9.05, -4.58)
H (-10.40, 7.61, -4.90)
H (-8.62, 7.56, -5.16)
O (-16.91, 5.00, -2.85)
S (-15.58, 4.69, -2.34)
O (-15.37, 3.40, -1.76)
O (-14.43, 4.90, -3.50)
C (-14.56, 5.99, -4.40)
C (-13.32, 6.03, -5.25)
C (-15.03, 5.99, -1.16)
H (-14.65, 6.98, -3.95)
H (-15.43, 5.97, -5.07)
H (-12.42, 6.22, -4.64)
H (-13.25, 6.80, -6.02)
H (-13.04, 5.04, -5.62)
H (-14.04, 5.74, -0.77)
H (-15.87, 6.06, -0.48)
H (-14.81, 6.87, -1.76)
O (-15.52, 14.21, -4.65)
S (-14.77, 14.80, -5.70)
O (-14.71, 16.23, -5.93)
O (-13.21, 14.24, -5.57)
C (-12.11, 14.91, -6.18)
C (-11.72, 14.16, -7.46)
C (-15.15, 13.87, -7.23)
H (-11.30, 14.82, -5.45)
H (-12.18, 15.97, -6.40)
H (-10.69, 14.42, -7.71)
H (-12.26, 14.45, -8.37)
H (-11.77, 13.09, -7.24)
H (-14.84, 12.84, -7.21)
H (-14.69, 14.35, -8.09)
H (-16.24, 13.91, -7.28)
O (-17.96, 10.15, -2.55)
S (-18.24, 8.72, -2.51)
O (-17.62, 7.90, -1.51)
O (-19.84, 8.47, -2.51)
C (-20.27, 7.13, -2.37)
C (-21.73, 7.16, -1.90)
C (-17.96, 8.14, -4.23)
H (-19.69, 6.52, -1.68)
H (-20.23, 6.62, -3.34)
H (-21.85, 7.70, -0.96)
H (-22.19, 6.20, -1.67)
H (-22.29, 7.81, -2.58)
H (-17.02, 8.44, -4.67)
H (-18.79, 8.39, -4.89)
H (-17.98, 7.05, -4.29)
O (-18.33, 6.52, -6.80)
S (-17.25, 5.95, -7.53)
O (-16.61, 4.74, -7.10)
O (-17.84, 5.78, -9.06)
C (-17.14, 4.84, -9.89)
C (-18.03, 3.61, -10.05)
C (-16.08, 7.28, -7.82)
H (-16.21, 4.51, -9.44)
H (-16.87, 5.27, -10.86)
H (-18.44, 3.31, -9.09)
H (-17.49, 2.76, -10.46)
H (-18.86, 3.87, -10.71)
H (-15.79, 7.56, -6.81)
H (-16.61, 8.04, -8.39)
H (-15.28, 6.79, -8.37)
O (-17.01, 9.79, 1.09)
S (-16.09, 10.81, 0.68)
O (-16.32, 11.65, -0.44)
O (-15.76, 11.79, 1.98)
C (-15.57, 11.20, 3.24)
C (-15.73, 12.31, 4.31)
C (-14.42, 10.09, 0.64)
H (-14.51, 10.90, 3.26)
H (-16.18, 10.31, 3.41)
H (-16.66, 12.83, 4.09)
H (-14.88, 12.96, 4.08)
H (-15.61, 12.01, 5.35)
H (-14.21, 9.70, -0.35)
H (-14.20, 9.46, 1.50)
H (-13.82, 10.99, 0.82)
O (-13.41, 13.23, 0.21)
S (-13.60, 14.05, -0.97)
O (-14.86, 14.12, -1.64)
O (-13.34, 15.62, -0.53)
C (-12.22, 15.86, 0.31)
C (-12.64, 16.10, 1.78)
C (-12.20, 13.85, -2.15)
H (-11.63, 16.70, -0.05)
H (-11.57, 14.99, 0.35)
H (-11.68, 16.17, 2.29)
H (-13.27, 15.27, 2.09)
H (-13.21, 17.01, 1.97)
H (-12.59, 13.00, -2.72)
H (-11.31, 13.70, -1.55)
H (-12.10, 14.84, -2.57)
O (-8.82, 12.98, -5.74)
S (-8.62, 11.96, -4.75)
O (-8.06, 10.66, -5.04)
O (-7.63, 12.67, -3.61)
C (-6.90, 11.81, -2.77)
C (-6.26, 12.58, -1.62)
C (-10.07, 11.83, -3.69)
H (-6.13, 11.21, -3.26)
H (-7.61, 11.10, -2.32)
H (-5.78, 11.93, -0.88)
H (-7.06, 13.07, -1.05)
H (-5.50, 13.28, -1.95)
H (-10.22, 12.84, -3.32)
H (-9.99, 11.01, -2.98)
H (-10.93, 11.57, -4.30)

Kohn-Sham gap ... 8.34 eV
HOMO ... -6.5 eV
Charge ... -1
Relative energy (zero: lowest compared OMol25 entry of this formula, charge and spin) ... 0.00 kJ/mol
Largest force on an atom ... 3.83 eV/Å

Löwdin population analysis, charges in e, atoms 1 to 99: -0.606 0.092 0.115 0.090 0.483 -0.342 -0.291 -0.331 -0.266 0.593 -0.285 -0.255 -0.301 -0.060 -0.112 0.109 0.120 0.077 0.085 0.077 0.029 0.056 0.082 -0.294 0.643 -0.296 -0.245 -0.288 -0.067 -0.080 0.099 0.090 0.064 0.069 0.083 0.071 0.066 0.042 -0.240 0.635 -0.293 -0.288 -0.272 -0.070 -0.102 0.108 0.115 0.073 0.065 0.072 0.062 0.053 0.063 -0.268 0.642 -0.281 -0.257 -0.290 -0.070 -0.117 0.115 0.117 0.075 0.072 0.073 0.051 0.066 0.037 -0.266 0.592 -0.267 -0.260 -0.281 -0.069 -0.094 0.104 0.118 0.081 0.078 0.076 0.044 0.079 0.074 -0.292 0.628 -0.232 -0.282 -0.311 -0.058 -0.095 0.107 0.113 0.076 0.069 0.068 0.046 0.063 0.042 -0.291